Record 1
Molecular formula: C38H47N8O6
Method: DFT, ωB97M-V/def2-TZVPD

The spin multiplicity is 1. The frontier orbital gap is 0.2544 Ha. Its total charge is +1. The largest force on an atom is 2.807 eV/A. For the calculated total energy, the calculation gives -64357.9237 eV. The HOMO energy is -11.0889 eV.

Each line ends with the Löwdin charge.
Cartesian coordinates (Å):
C 0.9377 -5.7476 1.2336  -0.028
C 1.0526 -4.2872 0.8672  -0.356
C 2.0726 -3.5084 1.6735  -0.003
N 0.3393 -3.8503 -0.1077  0.125
C -0.2857 -2.5137 -0.0009  -0.389
C 0.5433 -1.5511 -0.9042  -0.089
C 1.3440 -0.4365 -0.1803  -0.170
C 2.8917 -0.6216 -0.2075  -0.178
C 3.6067 0.2699 -1.2445  -0.184
N 4.2523 1.4603 -0.6287  0.005
C 5.5307 1.1745 -0.0928  -0.540
N 6.4891 0.7720 -0.8168  0.141
N 5.7539 1.4018 1.3222  0.085
C -0.7918 -2.0549 1.3778  -0.042
C -1.8634 -3.1228 1.6306  0.089
N -2.3036 -3.4895 0.4938  0.148
C -1.7082 -2.7751 -0.6405  -0.193
C -2.4978 -1.5133 -1.0577  -0.125
C -4.0344 -1.5954 -0.8827  -0.113
C -4.5548 -0.2136 -0.4786  -0.248
C -5.4806 -0.1173 0.5303  -0.066
C -5.9875 1.0824 0.9624  -0.076
C -5.5550 2.2363 0.3520  -0.084
C -4.6287 2.1601 -0.6498  -0.076
C -4.1160 0.9570 -1.0592  -0.052
H 0.6917 -5.8661 2.2921  0.080
H 1.9206 -6.2219 1.1077  0.081
H 0.2446 -6.2663 0.5739  0.082
H 1.7552 -2.4996 1.9390  0.061
H 3.0198 -3.5140 1.1329  0.102
H 2.2268 -4.0235 2.6271  0.088
H -0.0466 -1.0823 -1.6957  0.110
H 1.2728 -2.1723 -1.4247  0.119
H 1.1496 0.4962 -0.7208  0.103
H 1.0338 -0.2498 0.8527  0.098
H 3.3076 -0.4736 0.7943  0.103
H 3.0981 -1.6672 -0.4569  0.097
H 2.9551 0.5493 -2.0753  0.115
H 4.4286 -0.3192 -1.6563  0.104
H 3.6779 1.6769 0.1820  0.103
H 7.3132 0.6281 -0.2422  0.055
H 5.9950 2.3792 1.4626  0.086
H 4.9172 1.2064 1.8639  0.060
H -0.1313 -2.0902 2.2468  0.113
H -1.1804 -1.0364 1.3198  0.140
H -2.1726 -3.5498 2.5768  0.162
H -2.9958 -4.2025 0.2828  0.192
H -1.5054 -3.3518 -1.5414  0.163
H -2.3032 -1.3500 -2.1183  0.125
H -2.1218 -0.6386 -0.5257  0.108
H -4.5611 -1.8632 -1.8018  0.129
H -4.3636 -2.2631 -0.0827  0.093
H -5.8378 -1.0243 1.0157  0.111
H -6.7278 1.1119 1.7512  0.111
H -5.9823 3.1740 0.6849  0.113
H -4.3052 3.0805 -1.1238  0.116
H -3.3629 0.8955 -1.8390  0.119
C 4.3972 5.1054 -3.0453  -0.058
C 3.8701 6.1124 -3.8451  -0.058
C 2.4977 6.2189 -4.0162  0.001
C 1.6710 5.3125 -3.3768  -0.149
C 2.1823 4.3021 -2.5837  -0.010
C 3.5527 4.1976 -2.4176  -0.061
N 0.2152 5.4261 -3.5296  -0.348
O -0.2181 6.3084 -4.2442  0.065
O -0.4803 4.6308 -2.9265  0.068
H 5.4685 5.0280 -2.9103  0.111
H 4.5288 6.8171 -4.3342  0.111
H 2.0895 7.0020 -4.6387  0.122
H 1.5256 3.5978 -2.0933  0.109
H 3.9512 3.4061 -1.7942  0.074
C 0.2677 -9.9795 5.7907  -0.064
C 0.4286 -8.6109 5.6160  -0.068
C 1.3810 -8.1318 4.7312  -0.017
C 2.1599 -9.0341 4.0278  -0.147
C 2.0164 -10.3993 4.1964  0.004
C 1.0633 -10.8716 5.0849  -0.055
N 3.1566 -8.5328 3.0708  -0.345
O 3.2754 -7.3247 2.9519  0.043
O 3.8013 -9.3476 2.4506  0.099
H -0.4800 -10.3515 6.4790  0.111
H -0.1905 -7.9177 6.1695  0.107
H 1.5070 -7.0671 4.5976  0.108
H 2.6332 -11.0950 3.6461  0.124
H 0.9389 -11.9366 5.2248  0.113
C -1.7819 9.0863 -1.2945  -0.068
C -2.8297 9.8312 -0.7683  -0.068
C -4.1186 9.6462 -1.2423  -0.006
C -4.3403 8.7111 -2.2378  -0.147
C -3.3062 7.9674 -2.7771  0.006
C -2.0196 8.1588 -2.3007  -0.059
N -5.7108 8.4943 -2.7255  -0.356
O -6.5943 9.1749 -2.2453  0.079
O -5.8788 7.6433 -3.5758  0.076
H -0.7765 9.2291 -0.9186  0.106
H -2.6425 10.5546 0.0138  0.108
H -4.9333 10.2254 -0.8328  0.119
H -3.4890 7.2429 -3.5575  0.121
H -1.2048 7.5811 -2.7122  0.074

Record 2
Molecular formula: C38H48BCl2F4N4O8PPdS
Method: DFT, ωB97M-V/def2-TZVPD

The spin multiplicity is 1. The frontier orbital gap (spin up / spin down) is 0.2355 / 0.2356 Ha. Its total charge is -2. The largest force on an atom is 1.095 eV/A. For the calculated total energy, the calculation gives -122731.6751 eV. For the relative energy (zero: lowest compared OMol25 entry of this formula, charge and spin), the calculation gives 238.7 kJ/mol. The HOMO energy (spin up / spin down) is -2.6484 / -2.6485 eV.

Each line ends with the Löwdin charge.
Cartesian coordinates (Å):
Pd 0.3688 -0.2337 -0.7480  0.910
C -6.2227 -2.5830 2.2307  -0.053
C -6.0080 -1.0910 2.1628  -0.276
C -6.2996 -0.3978 0.9860  -0.032
C -6.0929 0.9666 0.8911  -0.045
C -5.5848 1.6494 1.9921  -0.281
C -5.2842 0.9844 3.1692  -0.061
C -5.5021 -0.3862 3.2493  -0.049
S -5.2905 3.3976 1.8739  0.604
O -4.7854 3.8178 3.1583  -0.323
O -6.5166 3.9670 1.3784  -0.313
N -4.1523 3.6682 0.7481  -0.133
C -2.7254 3.3234 1.0299  -0.183
C -2.3259 1.8768 0.7130  -0.098
C -2.5978 1.4495 -0.7515  -0.649
O -3.6731 1.8705 -1.2811  -0.062
O -1.7548 0.7000 -1.2931  -0.079
H -7.2733 -2.8322 2.0586  0.076
H -5.9303 -2.9840 3.2025  0.070
H -5.6344 -3.0865 1.4606  0.076
H -6.6714 -0.9472 0.1276  0.118
H -6.2858 1.4971 -0.0336  0.119
H -4.8764 1.5486 4.0008  0.109
H -5.2604 -0.9200 4.1629  0.106
H -4.3821 3.1537 -0.1441  0.090
H -2.5143 3.5842 2.0651  0.104
H -2.1290 3.9774 0.3934  0.101
H -2.8734 1.1876 1.3568  0.088
H -1.2684 1.7301 0.9067  0.072
Cl 4.1780 3.2120 -3.1497  0.721
C 4.6144 2.1527 -1.8478  -0.565
C 4.3193 2.5992 -0.5713  -0.123
C 4.6284 1.8424 0.5434  -0.084
C 5.2644 0.6269 0.3712  -0.119
C 5.5757 0.1978 -0.9020  -0.571
Cl 6.3671 -1.3554 -1.0627  0.701
C 5.2607 0.9179 -2.0690  -0.284
N 5.6591 0.3900 -3.3018  0.061
C 4.8697 0.3841 -4.5112  -0.232
C 5.2854 1.1251 -5.6113  -0.067
C 4.5651 1.0853 -6.7932  -0.109
C 3.4292 0.2847 -6.8753  -0.092
C 3.0423 -0.4851 -5.7895  -0.017
C 3.7623 -0.4583 -4.5936  -0.140
C 3.3452 -1.3024 -3.4209  -0.028
C 2.3512 -0.6114 -2.4650  -0.638
O 1.3032 -0.0637 -2.9024  -0.025
O 2.6507 -0.7064 -1.2484  -0.079
H 3.8299 3.5599 -0.4656  0.098
H 4.3534 2.1866 1.5328  0.103
H 5.4983 -0.0058 1.2177  0.104
H 6.0932 -0.5042 -3.1664  0.052
H 6.1633 1.7506 -5.5120  0.102
H 4.8854 1.6772 -7.6447  0.089
H 2.8495 0.2589 -7.7916  0.094
H 2.1612 -1.1173 -5.8434  0.124
H 4.1934 -1.6219 -2.8240  0.084
H 2.8020 -2.1859 -3.7660  0.120
C 0.6180 5.1298 -0.6050  -0.035
N 0.9351 3.9645 0.2055  -0.062
C 1.1608 4.0569 1.5423  -0.096
C 1.4210 2.9786 2.2962  -0.016
C 1.3858 1.6496 1.6813  -0.534
O 1.5881 0.6362 2.3653  -0.068
N 1.1172 1.5904 0.3403  0.105
C 0.9065 2.6931 -0.4386  -0.536
O 0.6711 2.6744 -1.6345  0.041
H 1.0257 6.0221 -0.1290  0.080
H -0.4611 5.2473 -0.7339  0.083
H 1.0535 4.9970 -1.5915  0.084
H 1.1280 5.0579 1.9584  0.117
H 1.6112 3.0572 3.3569  0.097
C -1.2378 -0.0902 3.2501  -0.107
C -0.2770 -1.2632 3.0249  -0.510
C -0.7160 -2.4720 3.8595  -0.107
P -0.1124 -1.6255 1.2141  1.141
C 1.3877 -2.7132 1.0658  -0.488
C 1.5201 -4.0172 1.8545  -0.112
C 2.6182 -1.8404 1.3858  -0.146
C -1.6994 -2.5863 0.8961  -0.474
C -2.4747 -2.0153 -0.3031  -0.110
C -1.5339 -4.0999 0.7315  -0.099
H -1.4167 0.0511 4.3227  0.083
H -2.2065 -0.2697 2.7708  0.057
H -0.8157 0.8311 2.8473  0.053
H 0.7196 -0.9340 3.3241  0.079
H -1.8069 -2.5712 3.8567  0.070
H -0.4019 -2.3183 4.8962  0.079
H -0.2959 -3.4171 3.5156  0.043
H 1.3991 -2.9528 -0.0012  0.081
H 1.6322 -3.8261 2.9263  0.066
H 2.4396 -4.5020 1.5129  0.082
H 0.7076 -4.7227 1.6946  0.046
H 2.6773 -1.6326 2.4629  0.070
H 2.6056 -0.8935 0.8586  0.018
H 3.5243 -2.3794 1.0884  0.081
H -2.3024 -2.3982 1.7864  0.075
H -1.8508 -1.8885 -1.1804  0.050
H -2.9161 -1.0481 -0.0682  0.055
H -3.2848 -2.6997 -0.5830  0.079
H -0.8490 -4.3449 -0.0883  0.065
H -2.5095 -4.5268 0.4817  0.078
H -1.1916 -4.5827 1.6477  0.050
F 0.1569 -2.4659 -1.8375  0.032
B 0.1455 -3.7605 -2.4749  -1.171
F -1.1990 -4.1666 -2.6495  0.091
F 0.8246 -3.6680 -3.7096  0.094
F 0.8241 -4.6667 -1.5955  0.063

Record 3
Molecular formula: C38H48BN7O7PbS5
Method: DFT, ωB97M-V/def2-TZVPD

Its expectation value of S² is 0.7681. The spin multiplicity is 2. The frontier orbital gap (spin up / spin down) is 0.1860 / 0.2540 Ha. Its total charge is -1. The largest force on an atom is 1.685 eV/A. For the calculated total energy, the calculation gives -125051.4746 eV. For the relative energy (zero: lowest compared OMol25 entry of this formula, charge and spin), the calculation gives 0.0 kJ/mol. The HOMO energy (spin up / spin down) is -3.2512 / -5.2192 eV.

Each line ends with the Mulliken spin population.
Cartesian coordinates (Å):
Pb -0.4659 0.4803 -2.8231  0.013
C 3.1078 3.0532 0.2025  0.002
C 2.3856 1.8444 0.6954  0.004
C 3.1276 0.9490 1.4118  0.022
C 2.4817 -0.1506 2.0169  0.019
N 1.2108 -0.3743 1.8838  0.011
N 0.5069 0.4530 1.0137  -0.052
B -0.7338 -0.2362 0.4868  0.643
N -0.7109 -1.7252 0.4168  -0.042
N -1.5795 -2.2759 1.3168  0.031
C -1.7524 -3.5769 1.2813  -0.003
C -1.0792 -4.4072 0.3575  0.014
C -0.1979 -3.8584 -0.5270  0.002
C 0.5662 -4.6994 -1.4775  0.005
C 0.0226 -2.4548 -0.4682  -0.018
S 1.1209 -1.7436 -1.5450  0.022
C -2.6739 -4.1793 2.3118  -0.001
C -1.8243 -4.9967 3.2903  0.000
C -3.4682 -3.0876 3.0111  0.001
C -3.6211 -5.1688 1.6009  -0.001
N -2.0584 0.4523 0.5778  -0.034
N -2.1283 1.2802 1.6969  0.074
C -3.0271 2.2145 1.7033  0.004
C -4.0409 2.2666 0.7303  0.044
C -4.0438 1.3731 -0.3060  -0.007
C -5.1619 1.4520 -1.3083  0.003
C -3.0269 0.3862 -0.4047  0.136
S -3.0967 -0.7362 -1.7043  0.036
C -3.0165 3.2157 2.8486  0.001
C -4.1380 2.7835 3.8043  0.000
C -3.3264 4.6164 2.3027  -0.001
C -1.6609 3.2484 3.5733  -0.001
C 1.0046 1.5938 0.4529  0.058
S 0.0688 2.6683 -0.5101  0.008
C 3.2432 -1.0770 2.9312  0.007
C 4.6141 -1.3221 2.3201  0.005
C 2.5027 -2.3816 3.1849  0.000
C 3.4032 -0.3244 4.2819  0.000
H 3.8356 3.3956 0.9271  0.000
H 2.4111 3.8585 -0.0358  -0.002
H 3.6800 2.7721 -0.6881  -0.001
H 4.1627 1.1256 1.5349  0.000
H -1.2039 -5.4651 0.4164  0.001
H 0.2864 -5.7667 -1.3562  0.001
H 1.6334 -4.6024 -1.2826  -0.002
H 0.3736 -4.3645 -2.4929  -0.001
H -1.0446 -4.3978 3.7384  -0.001
H -1.3542 -5.8442 2.7703  0.001
H -2.4489 -5.3927 4.0937  0.000
H -2.8366 -2.3926 3.5480  -0.001
H -4.1918 -3.5154 3.7047  0.000
H -4.0458 -2.4913 2.3086  0.000
H -3.0681 -6.0377 1.2218  0.000
H -4.1309 -4.7104 0.7513  0.000
H -4.3816 -5.5365 2.2940  0.001
H -4.8155 3.0176 0.7781  0.006
H -5.8897 2.1802 -0.9421  0.001
H -5.6420 0.4870 -1.4932  -0.001
H -4.7936 1.8303 -2.2717  -0.001
H -5.1259 2.9029 3.3300  0.002
H -4.1714 3.3759 4.7397  0.000
H -3.9994 1.7430 4.1418  0.000
H -4.3249 4.6862 1.8552  -0.001
H -2.6024 4.9329 1.5426  0.002
H -3.3116 5.3747 3.0956  0.002
H -1.4002 2.2719 3.9509  0.000
H -1.7188 3.9603 4.4086  0.000
H -0.8531 3.5864 2.9190  0.001
H 4.5400 -1.4875 1.2429  -0.002
H 5.0751 -2.2230 2.7543  0.000
H 5.2882 -0.4707 2.4835  -0.001
H 2.4052 -2.9950 2.2956  0.000
H 1.4831 -2.1908 3.5502  0.000
H 3.0339 -2.9743 3.9456  0.000
H 3.9716 0.5962 4.1721  0.000
H 3.8867 -0.9723 5.0196  0.000
H 2.4148 -0.0440 4.6777  0.000
O 4.2516 0.6921 -1.8913  0.001
S 3.3329 0.8875 -3.0291  0.003
O 3.7178 1.9687 -3.9098  0.000
O 1.9335 1.0056 -2.5380  -0.022
C 3.4308 -0.7119 -3.9158  0.000
C 4.4709 -1.5073 -3.4711  0.000
C 4.7828 -2.7070 -4.1023  0.000
C 4.0207 -3.1313 -5.1706  0.000
C 2.9155 -2.3772 -5.5719  0.000
C 2.5813 -1.1912 -4.9258  0.000
S 0.9075 -0.6280 -5.5468  -0.001
O 0.8427 -0.9562 -6.9498  0.000
O -0.0950 -1.3893 -4.7372  0.000
O 0.8004 0.7978 -5.1989  0.003
H 5.0596 -1.1516 -2.6245  0.000
H 5.6155 -3.2966 -3.7262  0.000
H 4.2322 -4.0603 -5.6870  0.000
H 2.2763 -2.7092 -6.3744  0.000
O -1.7282 2.8492 -3.5454  0.002
N -0.8738 3.8746 -3.5224  0.000
C -1.1251 4.9492 -2.7261  -0.001
C -0.1272 5.8399 -2.4178  0.000
C 1.1312 5.6202 -2.9322  0.000
C 1.3950 4.5433 -3.7825  -0.001
C 0.3448 3.7371 -4.1634  0.004
H -2.1480 5.0555 -2.3656  0.001
H -0.3590 6.6897 -1.7924  0.000
H 1.9437 6.2594 -2.6384  0.000
H 2.4027 4.2929 -4.0884  0.000
H 0.4064 2.9767 -4.9361  0.000

Record 4
Molecular formula: C38H48BrEuN6OSSi
Method: DFT, ωB97M-V/def2-TZVPD

Its expectation value of S² is 15.7601. The spin multiplicity is 8. The frontier orbital gap (spin up / spin down) is 0.2454 / 0.2547 Ha. Its total charge is +1. The largest force on an atom is 0.690 eV/A. For the calculated total energy, the calculation gives -159253.4686 eV. For the relative energy (zero: lowest compared OMol25 entry of this formula, charge and spin), the calculation gives 3.0 kJ/mol. The HOMO energy (spin up / spin down) is -9.1399 / -9.3942 eV.

Each line ends with the Mulliken spin population.
Cartesian coordinates (Å):
Eu 0.3638 0.0220 -0.2847  6.961
O -5.7068 -1.7092 2.4202  0.000
C -4.6067 -1.1999 1.8430  0.001
C -4.1933 0.1212 2.0105  0.002
C -3.0422 0.5245 1.3697  0.001
N -2.2967 -0.2761 0.5963  0.012
C -2.7285 -1.5179 0.4556  0.000
Br -1.6787 -2.6629 -0.6404  0.005
C -3.8578 -2.0525 1.0393  -0.001
H -6.1434 -1.0408 2.9609  0.000
H -4.7508 0.8146 2.6244  0.000
H -2.6888 1.5416 1.4819  -0.005
H -4.1517 -3.0792 0.8900  0.000
C 0.8813 -1.3154 1.7643  -0.003
Si 2.1469 -0.3124 2.5731  -0.015
C 3.3115 0.2914 1.1700  0.015
N 2.7255 1.2078 0.1525  -0.035
C 3.6174 1.3200 -1.0263  0.017
C 4.6639 2.4146 -0.8688  0.001
C 3.9726 3.7861 -0.8454  0.002
C 2.5467 3.6476 -0.2992  0.005
C 2.4860 2.5472 0.7470  0.018
C 1.3187 1.1766 3.4014  0.000
C 2.0324 2.1629 4.0878  0.000
C 1.4054 3.2833 4.6086  0.000
C 0.0317 3.4426 4.4671  0.000
C -0.7056 2.4643 3.8192  0.003
C -0.0643 1.3464 3.2952  0.003
C 3.2783 -1.1089 3.8469  -0.001
C 3.1110 -0.9240 5.2193  0.000
C 3.9129 -1.5842 6.1404  0.000
C 4.9084 -2.4445 5.7044  0.000
C 5.0955 -2.6455 4.3439  0.000
C 4.2863 -1.9855 3.4325  0.000
H 0.0577 -1.5358 2.4536  0.002
H 1.3247 -2.2869 1.4952  0.004
H 3.5689 -0.6415 0.6493  -0.005
H 4.2590 0.6988 1.5483  0.000
H 3.0134 1.5413 -1.9176  0.000
H 4.0724 0.3437 -1.1903  -0.002
H 5.3945 2.3552 -1.6761  0.000
H 5.2168 2.2424 0.0573  0.000
H 3.9461 4.2127 -1.8498  0.000
H 4.5437 4.4820 -0.2292  0.000
H 1.8459 3.4176 -1.1076  0.000
H 2.2011 4.5831 0.1434  0.000
H 1.5277 2.5474 1.2695  -0.013
H 3.2386 2.7446 1.5230  -0.001
H 3.1042 2.0565 4.2159  0.000
H 1.9839 4.0328 5.1326  0.000
H -0.4589 4.3139 4.8807  0.000
H -1.7826 2.5643 3.7410  0.000
H -0.6521 0.5736 2.8079  -0.008
H 2.3396 -0.2562 5.5848  0.000
H 3.7618 -1.4255 7.2000  0.000
H 5.5358 -2.9581 6.4208  0.000
H 5.8703 -3.3166 3.9970  0.000
H 4.4482 -2.1690 2.3752  0.000
C 1.3230 -3.2528 -2.6236  0.003
C 1.9583 -2.0246 -3.2649  -0.002
C 1.8057 -2.0648 -4.7833  -0.001
C 3.4328 -1.9517 -2.8828  0.001
N 1.3365 -0.8008 -2.6834  0.011
N -0.0461 -0.5705 -3.0241  0.011
H 1.8782 -4.1455 -2.9101  0.000
H 0.2934 -3.4081 -2.9544  0.000
H 1.3414 -3.1819 -1.5331  0.000
H 2.3699 -2.8994 -5.1967  0.000
H 2.1914 -1.1503 -5.2407  0.000
H 0.7670 -2.1978 -5.0894  0.000
H 3.9734 -2.8015 -3.2955  0.000
H 3.5535 -1.9660 -1.7986  0.000
H 3.8956 -1.0419 -3.2716  0.000
H 1.8445 0.0080 -3.0320  -0.002
H -0.5466 -1.4368 -2.8490  0.000
H -0.1508 -0.3786 -4.0185  0.001
S -2.9893 6.1856 -1.7405  0.000
C -2.0795 4.6839 -1.4344  0.000
C -1.7707 4.2852 -0.1390  0.006
C -1.0264 3.1344 0.0346  0.017
N -0.6179 2.3547 -0.9720  0.019
C -0.9482 2.7289 -2.2109  -0.002
C -1.6623 3.8830 -2.4889  -0.001
C -1.7271 7.3313 -1.2201  0.000
C -0.6357 7.6029 -2.0329  0.000
C 0.3266 8.4877 -1.5719  0.000
N 0.2603 9.1056 -0.3957  0.000
C -0.7999 8.8527 0.3634  0.000
C -1.8161 7.9778 0.0030  0.000
H -2.0767 4.8714 0.7162  0.000
H -0.7383 2.8321 1.0382  -0.023
H -0.6235 2.0745 -3.0104  0.002
H -1.8865 4.1519 -3.5114  0.000
H -0.5365 7.1395 -3.0049  0.000
H 1.1929 8.7152 -2.1821  0.000
H -0.8428 9.3719 1.3137  0.000
H -2.6576 7.8112 0.6610  0.000